The molecule C3H6Br2N2 at a distorted geometry. Source: the OMol25 dataset; level of theory: ωB97M-V/def2-TZVPD.

As for the energy above the lowest of the compared OMol25 structures with the same formula, charge and spin: 0.000 eV. The calculation puts the gap between HOMO and LUMO at 8.883 eV. As for the HOMO energy: -9.114 eV. Its SMILES is BrN1CCCN1Br. As for the LUMO energy: -0.2 eV.

The geometry in ORCA input format:
```
! wB97M-V def2-TZVPD RIJCOSX def2/J DEFGRID3
* xyz 0 1
C 0.30 0.18 0.15
C -0.28 0.67 -1.20
C -0.68 -0.72 0.85
N -1.73 0.48 -1.02
N -1.66 -0.73 -0.32
Br -2.59 1.90 0.23
Br -3.42 -1.40 -0.14
H 1.41 -0.25 0.02
H 0.53 0.96 0.85
H 0.04 1.73 -1.54
H -0.08 0.01 -2.12
H -0.25 -1.68 1.12
H -1.18 -0.24 1.70
*
```

=====

The molecule C4H7N3. Source: the OMol25 dataset; level of theory: ωB97M-V/def2-TZVPD.

As for the energy above the lowest of the compared OMol25 structures with the same formula, charge and spin: 4.342 eV. The calculation puts the gap between HOMO and LUMO at 7.664 eV. As for the HOMO energy: -7.082 eV. As for the LUMO energy: 0.6 eV.

The geometry in ORCA input format:
```
! wB97M-V def2-TZVPD RIJCOSX def2/J DEFGRID3
* xyz 0 1
C 1.82 0.31 0.17
N 1.69 -0.44 -1.10
C 0.48 -0.13 -0.38
N -0.44 0.79 -0.95
N -1.51 0.73 0.01
C -1.53 -0.66 0.56
C -0.33 -1.18 0.34
H -1.41 1.36 0.83
H 2.35 -0.20 0.97
H 1.97 1.39 0.12
H 1.71 0.19 -1.89
H -2.39 1.01 -0.43
H -2.41 -1.01 1.09
H 0.02 -2.15 0.67
*
```

=====

A structure of composition C9H15F6N3O3PZr. Source: the OMol25 dataset; level of theory: ωB97M-V/def2-TZVPD.

As for the energy above the lowest of the compared OMol25 structures with the same formula, charge and spin: 0.523 eV. The calculation puts the gap between HOMO and LUMO (spin up / spin down) at 7.711 / 8.192 eV. As for the HOMO energy (spin up / spin down): -16.195 / -17.835 eV. As for the LUMO energy (spin up / spin down): -8.5 / -9.6 eV.

The geometry in ORCA input format:
```
! wB97M-V def2-TZVPD RIJCOSX def2/J DEFGRID3
* xyz 2 2
Zr -0.17 0.39 -0.43
N -1.57 -1.43 -0.77
C -1.03 -2.47 0.17
C -0.99 -1.82 1.54
O -1.53 -2.24 2.50
N -0.28 -0.56 1.48
C -0.53 0.28 2.52
C -1.98 1.46 1.68
O -2.57 2.03 2.49
O -1.85 1.28 0.44
H -2.54 -1.24 -0.53
H -1.57 -1.80 -1.72
H -0.02 -2.74 -0.15
H -1.65 -3.37 0.19
H 0.15 1.11 2.67
H -1.05 -0.12 3.39
C 1.25 -0.16 -5.56
C 1.86 -1.12 -4.52
C 3.36 -0.84 -4.31
C 1.61 -2.59 -4.90
C 1.19 -0.86 -3.26
N 0.67 -0.64 -2.25
H 1.76 -0.34 -6.51
H 1.40 0.88 -5.29
H 0.19 -0.35 -5.71
H 3.87 -1.02 -5.25
H 3.79 -1.50 -3.56
H 3.53 0.20 -4.02
H 2.12 -2.78 -5.85
H 0.55 -2.80 -5.04
H 2.03 -3.28 -4.16
F 1.80 0.91 -0.16
P 1.71 2.84 -0.59
F 0.26 2.12 -1.53
F 0.63 2.72 0.60
F 2.88 3.06 0.35
F 1.31 4.24 -1.02
F 2.51 2.40 -1.83
*
```

=====

The molecule C2H4N4O4 at a distorted geometry. Source: the OMol25 dataset; level of theory: ωB97M-V/def2-TZVPD.

As for the energy above the lowest of the compared OMol25 structures with the same formula, charge and spin: 4.556 eV. The calculation puts the gap between HOMO and LUMO at 10.517 eV. As for the HOMO energy: -10.086 eV. Its SMILES is C/N=[N+](\[O-])[N@@+]([O-])(O)N=C=O. As for the LUMO energy: 0.4 eV.

The geometry in ORCA input format:
```
! wB97M-V def2-TZVPD RIJCOSX def2/J DEFGRID3
* xyz 0 1
C -2.12 1.33 0.34
C 2.09 0.95 -0.30
N -1.90 0.14 0.57
N 0.40 -0.55 0.22
N 0.81 0.56 -0.08
N -1.23 -0.85 -0.07
O 0.97 -1.57 0.62
O -1.51 -1.93 0.68
O -1.41 -1.01 -1.27
O -2.28 2.47 0.30
H 2.16 1.14 -1.41
H 2.22 1.93 0.04
H 2.96 0.22 -0.04
H -1.16 -2.83 0.41
*
```

=====

A structure of composition C42H44CaO3P2S at a distorted geometry. Source: the OMol25 dataset; level of theory: ωB97M-V/def2-TZVPD.

The calculation puts the gap between HOMO and LUMO at 6.773 eV. As for the HOMO energy: -6.946 eV. As for the LUMO energy: -0.2 eV.

The geometry in ORCA input format:
```
! wB97M-V def2-TZVPD RIJCOSX def2/J DEFGRID3
* xyz 0 1
Ca 0.31 -0.66 4.53
C -2.36 -0.08 4.91
C -2.44 -0.39 3.59
C -2.79 0.56 2.48
C -1.59 1.28 1.80
C -0.49 1.75 2.71
C -0.66 2.23 3.95
C -1.96 2.48 4.64
C -2.47 1.29 5.51
C 2.38 0.19 3.92
H -2.41 -0.90 5.65
H -2.41 -1.45 3.28
H -3.51 1.32 2.83
H -3.30 -0.03 1.70
H -1.16 0.59 1.06
H -1.98 2.13 1.21
H 0.51 1.81 2.24
H 0.22 2.54 4.53
H -2.75 2.79 3.94
H -1.81 3.32 5.34
H -1.90 1.30 6.46
H -3.51 1.48 5.81
H 3.09 -0.11 4.70
H 2.40 1.29 3.85
H 2.72 -0.21 2.96
P 0.10 -2.47 -5.38
P 2.15 0.45 -5.65
C -0.36 -0.84 -6.02
C 0.39 0.30 -6.00
C -0.82 -3.63 -6.48
C -1.99 -3.27 -7.16
C -2.64 -4.19 -7.98
C -2.13 -5.49 -8.13
C -0.96 -5.85 -7.45
C -0.30 -4.93 -6.65
C -0.93 -2.54 -3.84
C -0.54 -1.67 -2.80
C -1.27 -1.63 -1.61
C -2.39 -2.45 -1.45
C -2.78 -3.32 -2.48
C -2.04 -3.38 -3.66
C 2.70 1.26 -7.23
C 2.68 0.45 -8.38
C 3.05 0.97 -9.62
C 3.45 2.31 -9.73
C 3.48 3.12 -8.59
C 3.12 2.59 -7.34
C 2.21 1.87 -4.49
C 3.32 1.96 -3.62
C 3.43 3.02 -2.73
C 2.43 4.01 -2.68
C 1.32 3.92 -3.54
C 1.21 2.85 -4.44
H -1.39 -0.77 -6.41
H -0.09 1.23 -6.33
H -2.41 -2.27 -7.04
H -3.55 -3.90 -8.50
H -2.64 -6.21 -8.77
H -0.56 -6.86 -7.56
H 0.62 -5.21 -6.13
H 0.33 -1.02 -2.93
H -0.97 -0.96 -0.81
H -2.97 -2.42 -0.52
H -3.66 -3.95 -2.36
H -2.34 -4.06 -4.46
H 2.36 -0.59 -8.30
H 3.02 0.34 -10.51
H 3.73 2.72 -10.70
H 3.77 4.17 -8.67
H 3.16 3.23 -6.46
H 4.09 1.19 -3.66
H 4.29 3.09 -2.07
H 2.51 4.83 -1.98
H 0.55 4.69 -3.52
H 0.35 2.79 -5.09
C -0.34 0.73 13.08
C -0.11 0.42 11.63
C 0.10 -0.90 11.24
C 0.34 -1.21 9.90
C 0.36 -0.18 8.95
C 0.14 1.15 9.33
C -0.09 1.44 10.68
S 0.94 -0.52 7.32
O 2.32 -0.92 7.45
O 0.06 -1.59 6.74
O 0.69 0.71 6.51
H -1.23 0.20 13.43
H 0.52 0.40 13.68
H -0.49 1.81 13.22
H 0.10 -1.69 12.00
H 0.52 -2.24 9.60
H 0.18 1.94 8.60
H -0.24 2.48 10.99
*
```

=====

The molecule C4H9NO. Source: the OMol25 dataset; level of theory: ωB97M-V/def2-TZVPD.

As for the energy above the lowest of the compared OMol25 structures with the same formula, charge and spin: 1.939 eV. The calculation puts the gap between HOMO and LUMO at 10.717 eV. As for the HOMO energy: -9.740 eV. Its SMILES is C[C@H]1N[C@H]1CO. As for the LUMO energy: 1.0 eV.

The geometry in ORCA input format:
```
! wB97M-V def2-TZVPD RIJCOSX def2/J DEFGRID3
* xyz 0 1
C 0.20 -1.32 -1.15
C -0.02 0.19 -1.05
N -1.20 0.66 -0.31
C 0.13 0.98 0.18
C 0.53 0.37 1.52
O -0.37 -0.64 1.90
H 1.27 -1.55 -1.07
H -0.33 -1.83 -0.34
H -0.17 -1.70 -2.11
H 0.23 0.73 -1.96
H -1.67 1.45 -0.74
H 0.47 2.01 0.04
H 0.59 1.17 2.27
H 1.53 -0.07 1.42
H -1.18 -0.45 1.40
*
```

=====

A cluster of 2 separate species, C3H7NO in total at a distorted geometry. Source: the OMol25 dataset; level of theory: ωB97M-V/def2-TZVPD.

As for the energy above the lowest of the compared OMol25 structures with the same formula, charge and spin: 3.644 eV. The calculation puts the gap between HOMO and LUMO at 8.881 eV. As for the HOMO energy: -8.097 eV. Its SMILES is C=CN=C.O. As for the LUMO energy: 0.8 eV.

The geometry in ORCA input format:
```
! wB97M-V def2-TZVPD RIJCOSX def2/J DEFGRID3
* xyz 0 1
C -0.16 0.98 -0.53
C -1.22 0.46 -1.22
C -0.52 0.20 1.64
N -0.24 1.12 0.83
H 0.72 1.15 -1.14
H -2.24 0.78 -1.13
H -1.04 -0.21 -2.06
H -0.87 0.57 2.61
H -0.22 -0.84 1.59
H 1.45 -0.92 -0.57
H 2.59 -1.80 -0.17
O 1.74 -1.49 0.15
*
```

=====

The molecule C18H19NO5 at a distorted geometry. Source: the OMol25 dataset; level of theory: ωB97M-V/def2-TZVPD.

As for the energy above the lowest of the compared OMol25 structures with the same formula, charge and spin: 0.889 eV. The calculation puts the gap between HOMO and LUMO at 9.671 eV. As for the HOMO energy: -9.287 eV. Its SMILES is CC(C)[C@@H](NC(=O)c1ccco1)C(=O)OCC(=O)c1ccccc1. As for the LUMO energy: 0.4 eV.

The geometry in ORCA input format:
```
! wB97M-V def2-TZVPD RIJCOSX def2/J DEFGRID3
* xyz 0 1
C -0.13 0.16 4.00
H -0.18 1.12 4.51
H -0.80 -0.53 4.52
C -0.55 0.29 2.54
C -0.52 -1.07 1.86
H -1.24 -1.73 2.33
H -0.77 -0.98 0.80
H 0.46 -1.53 1.94
H -1.56 0.69 2.49
C 0.37 1.32 1.83
N 1.68 0.79 1.53
C 1.99 0.29 0.31
O 1.21 0.27 -0.62
C 3.37 -0.22 0.20
C 4.02 -0.75 -0.88
C 5.32 -1.07 -0.44
C 5.37 -0.71 0.87
O 4.20 -0.20 1.27
H 6.15 -0.77 1.61
H 6.11 -1.51 -1.02
H 3.60 -0.88 -1.86
H 2.38 0.78 2.26
C -0.20 1.91 0.53
O 0.31 2.87 0.00
O -1.34 1.35 0.13
C -1.90 1.89 -1.06
H -1.12 1.95 -1.83
C -3.05 1.03 -1.55
O -4.09 1.55 -1.91
C -2.85 -0.43 -1.57
C -1.58 -1.02 -1.61
C -1.46 -2.39 -1.65
C -2.59 -3.20 -1.63
C -3.85 -2.62 -1.59
C -3.98 -1.25 -1.57
H -4.95 -0.78 -1.54
H -4.73 -3.25 -1.59
H -2.49 -4.27 -1.65
H -0.48 -2.84 -1.68
H -0.69 -0.41 -1.63
H -2.26 2.91 -0.87
H 0.51 2.18 2.49
H 0.88 -0.23 4.08
*
```